Density functional theory data (ωB97M-V/def2-TZVPD) for 9 unconnected molecules or ions with the total composition C34H62F2O13 in a non-equilibrium geometry.

Structure (XYZ):
```
111
C34H62F2O13, DFT ωB97M-V/def2-TZVPD
O -0.626 1.119 4.795
C -0.030 0.121 4.662
O -0.665 -1.074 4.338
C 0.300 -2.152 4.343
C 1.585 -1.382 4.237
F 1.967 -1.260 2.955
O 1.291 -0.047 4.716
H 0.218 -2.619 5.293
H 0.249 -2.844 3.537
H 2.428 -1.777 4.783
O 0.903 1.159 -2.718
C 0.759 0.426 -1.840
O 1.662 -0.148 -1.020
C 1.056 -1.001 -0.085
C -0.422 -0.933 -0.468
F -1.203 -0.343 0.466
O -0.465 -0.127 -1.582
H 1.402 -2.066 -0.111
H 1.217 -0.628 0.917
H -0.881 -1.881 -0.751
C -0.143 3.530 1.399
C -0.984 4.732 1.493
C -0.065 5.736 0.802
O 0.398 5.000 -0.356
C 0.479 3.596 0.042
H -0.722 2.609 1.508
H 0.632 3.491 2.130
H -1.327 5.014 2.514
H -1.892 4.669 0.844
H 0.774 5.924 1.455
H -0.526 6.647 0.462
H 1.486 3.147 0.035
H -0.043 3.067 -0.747
C -4.369 2.233 -1.044
C -5.240 2.032 -2.315
C -6.297 0.962 -1.796
O -6.037 0.736 -0.472
C -4.663 0.998 -0.176
H -4.821 3.093 -0.455
H -3.314 2.432 -1.207
H -4.601 1.483 -3.014
H -5.587 2.940 -2.854
H -6.345 0.005 -2.279
H -7.330 1.350 -1.883
H -4.105 0.106 -0.458
H -4.620 1.116 0.867
C 4.629 2.277 -4.103
C 4.189 3.503 -4.815
C 5.490 4.113 -5.266
O 6.366 2.976 -5.449
C 5.896 1.797 -4.828
H 3.892 1.444 -4.242
H 4.825 2.444 -3.053
H 3.667 4.200 -4.081
H 3.474 3.243 -5.577
H 5.884 4.667 -4.414
H 5.459 4.688 -6.227
H 6.639 1.436 -4.091
H 5.715 1.075 -5.654
C -4.201 -1.740 5.111
C -4.570 -1.620 3.599
C -5.032 -3.069 3.390
O -4.169 -3.894 4.142
C -3.468 -3.073 5.094
H -5.033 -1.779 5.810
H -3.502 -0.982 5.477
H -3.650 -1.567 3.027
H -5.330 -0.871 3.298
H -5.014 -3.361 2.338
H -6.051 -3.180 3.733
H -2.449 -2.950 4.731
H -3.544 -3.502 6.111
C 0.450 -5.850 -2.088
C -0.640 -5.639 -3.179
C -0.379 -4.287 -3.656
O -0.225 -3.554 -2.415
C 0.644 -4.343 -1.612
H 1.420 -6.341 -2.408
H 0.004 -6.523 -1.342
H -1.630 -5.736 -2.740
H -0.565 -6.286 -4.029
H -1.227 -3.785 -4.142
H 0.529 -4.278 -4.299
H 0.319 -4.146 -0.597
H 1.657 -4.003 -1.644
C 4.039 5.034 -0.737
C 5.106 5.823 -1.494
C 6.430 5.192 -1.048
O 6.203 4.901 0.380
C 4.802 4.749 0.550
H 3.652 4.118 -1.274
H 3.202 5.678 -0.568
H 5.041 6.836 -1.153
H 5.055 5.748 -2.600
H 7.285 5.830 -1.288
H 6.516 4.232 -1.661
H 4.465 5.490 1.287
H 4.600 3.736 0.988
C -2.223 -5.401 0.602
C -1.351 -6.297 1.554
C -0.189 -5.433 1.892
O -0.692 -4.105 1.820
C -1.967 -3.984 1.268
H -3.284 -5.666 0.603
H -1.800 -5.421 -0.382
H -1.064 -7.222 1.090
H -1.943 -6.540 2.446
H 0.656 -5.469 1.214
H 0.308 -5.577 2.879
H -2.145 -3.082 0.666
H -2.651 -3.862 2.094
```

Values from the calculation:
E: -68311.2265 eV
Structure (SMILES): O=C1OC[C@@H](F)O1.O=C1OC[C@@H](F)O1.C1CCOC1.C1CCOC1.C1CCOC1.C1CCOC1.C1CCOC1.C1CCOC1.C1CCOC1
2S+1: 1
F_max: 0.0681 hartree/bohr
Highest occupied orbital energy: -9.2 eV
Orbital gap: 9.53 eV